Entry from OMol25: C2H8ClFeO2 as an isolated structure at a distorted geometry (ωB97M-V/def2-TZVPD).

Structure (XYZ):
```
14
Properties=species:S:1:pos:R:3:forces:R:3
Fe -3.0594 -2.3522 -1.8808 2.55 2.02 0.79
Cl -1.2326 -0.9004 -1.3458 -2.73 -2.05 -0.86
C -1.5191 1.7487 1.3465 0.04 -0.93 0.15
O -2.2783 1.9305 2.5337 -0.24 0.68 -0.63
H -1.8504 0.8181 0.8796 0.15 -0.21 0.31
H -1.6729 2.4771 0.5464 0.11 0.49 0.41
H -0.4803 1.6542 1.6687 0.21 0.07 -0.68
H -2.1501 2.8637 2.7355 -0.26 -0.09 0.46
C 2.6814 -1.4661 -1.2249 -0.58 -1.63 0.09
O 1.8908 -0.8353 -0.2184 0.71 0.29 -0.14
H 2.7748 -0.9163 -2.1599 -0.02 0.18 0.09
H 3.6561 -1.8261 -0.8967 0.16 1.01 0.57
H 2.2286 -2.4526 -1.3905 -0.26 0.10 -0.68
H 1.0114 -0.7434 -0.5933 0.16 0.05 0.13
```
Positions in Å, forces in eV/Å.

The calculation puts the HOMO-LUMO gap (spin up / spin down) at 4.127 / 3.954 eV. The spin multiplicity is 5. The value obtained for the energy above the lowest of the compared OMol25 structures with the same formula, charge and spin is 57.33 kJ/mol. Its total charge is +1. The value obtained for the HOMO energy (spin up / spin down) is -12.64 / -12.64 eV.